{"formula": "C28H31BrHfN8O2S", "method": "wB97M-V/def2-TZVPD", "symbols": ["Hf", "N", "C", "C", "C", "C", "C", "C", "C", "C", "C", "C", "C", "C", "H", "H", "H", "H", "H", "H", "H", "H", "H", "H", "C", "N", "C", "C", "N", "C", "S", "H", "H", "H", "H", "H", "H", "C", "N", "C", "N", "C", "N", "C", "N", "C", "C", "H", "H", "H", "H", "H", "H", "H", "H", "H", "H", "H", "H", "Br", "C", "C", "N", "C", "C", "C", "C", "O", "O", "H", "H", "H"], "xyz": [[0.16557, 0.24624, 0.53831], [-0.95631, 0.32071, 2.49376], [-1.16912, -1.04607, 2.98276], [-2.48345, -1.40409, 3.34968], [-2.70063, -2.63943, 3.85334], [-1.66246, -3.59299, 3.96280], [-0.38195, -3.21592, 3.60456], [-0.13558, -1.92817, 3.01549], [1.26325, -1.63216, 2.63312], [2.25781, -2.04088, 3.55540], [3.64106, -1.93642, 3.18855], [4.04120, -1.41735, 1.93816], [3.05057, -1.02598, 1.09711], [1.66535, -1.09874, 1.42139], [-1.86120, 0.83331, 2.40686], [-0.48306, 0.80501, 3.27909], [-3.28288, -0.66630, 3.37486], [-3.69415, -2.96482, 4.11766], [-1.77849, -4.47749, 4.56068], [0.46028, -3.97872, 3.69589], [1.92795, -2.44562, 4.51430], [4.35362, -2.26443, 3.94121], [5.10610, -1.34490, 1.61339], [3.36859, -0.61062, 0.14099], [3.58374, 3.80626, 2.40807], [2.81327, 4.10831, 1.23372], [3.14565, 5.08851, 0.33167], [2.21918, 5.23762, -0.63111], [1.21207, 4.30206, -0.26392], [1.57190, 3.66360, 0.87798], [0.66669, 2.44044, 1.78375], [4.60922, 3.52779, 2.25059], [3.13214, 3.02182, 3.02400], [3.66687, 4.69824, 2.98967], [4.04676, 5.70364, 0.47562], [2.09196, 5.83610, -1.47693], [0.48546, 4.04531, -0.82004], [-2.66161, -0.18776, -0.64984], [-1.27500, -1.04543, -0.52594], [-0.78580, -1.33429, -1.96290], [-1.74853, -1.96729, -2.75199], [-2.97334, -1.15794, -2.76689], [-3.61123, -0.91772, -1.41703], [-3.82698, -2.18472, -0.81726], [-2.64171, -3.08997, -0.77223], [-1.62855, -2.44697, 0.06801], [-2.12830, -3.25019, -2.08426], [-2.35843, 0.76426, -1.07382], [-2.98015, 0.01849, 0.37721], [0.17125, -1.89470, -1.94999], [-0.58158, -0.42058, -2.50376], [-3.65301, -1.67188, -3.56629], [-2.72547, -0.20797, -3.19964], [-4.57285, -2.71443, -1.36358], [-4.13301, -2.09004, 0.19939], [-0.64802, -2.97110, 0.07403], [-2.06814, -2.34293, 1.04088], [-2.93359, -3.72213, -2.75105], [-1.34778, -4.02930, -1.95287], [-1.22231, 3.84912, -6.20302], [-0.19700, 2.58683, -5.12405], [0.84883, 1.99251, -5.81906], [1.70804, 1.09949, -5.30957], [1.61675, 0.85659, -4.01736], [0.63468, 1.45408, -3.24477], [-0.29400, 2.41527, -3.80193], [0.64581, 1.22521, -1.83211], [-0.32674, 1.61400, -1.07520], [1.52794, 0.49982, -1.25560], [0.98284, 2.23044, -6.85977], [2.23058, 0.15514, -3.48685], [-1.00056, 2.93219, -3.08330]], "homo_lumo_gap_ev": 8.07, "molar_mass_da": 802.1, "energy_ev": -127726.985, "charge": 2, "homo_energy_ev": -14.12, "lumo_ha": -0.222, "largest_force_ev_per_a": 4.462}



{"formula": "C28H31BrN6O10Si2", "method": "wB97M-V/def2-TZVPD", "symbols": ["C", "C", "Br", "C", "Si", "N", "O", "Si", "O", "C", "N", "H", "H", "H", "H", "H", "H", "H", "H", "H", "H", "H", "C", "C", "C", "C", "C", "C", "N", "O", "O", "H", "H", "H", "H", "H", "C", "C", "C", "C", "C", "C", "N", "O", "O", "H", "H", "H", "H", "H", "C", "C", "C", "C", "C", "C", "N", "O", "O", "H", "H", "H", "H", "H", "C", "C", "C", "C", "C", "C", "N", "O", "O", "H", "H", "H", "H", "H"], "xyz": [[-6.58191, 2.39159, -0.44276], [-6.36447, 3.50835, -1.62306], [-8.03675, 3.43576, -2.77929], [-5.01439, 3.29916, -2.53526], [-3.48568, 4.19495, -1.69112], [-3.68549, 3.97549, 0.08189], [-3.35115, 5.86235, -2.22902], [-3.22212, 6.99111, -0.88887], [-4.82804, 7.34498, -0.26926], [-4.91046, 7.08862, 1.19939], [-4.94759, 6.45198, 2.34936], [-5.80940, 2.45068, 0.44328], [-7.65059, 2.59785, 0.04538], [-6.57622, 1.27296, -0.81610], [-6.30802, 4.61206, -1.19273], [-5.17152, 3.84720, -3.58358], [-4.78485, 2.17452, -2.80563], [-2.28657, 3.41020, -2.07542], [-4.55010, 4.42054, 0.46095], [-2.83014, 4.21374, 0.62937], [-2.59417, 8.28353, -1.25373], [-2.45336, 6.42945, 0.24048], [0.15799, 4.13871, 5.38506], [1.08058, 3.62429, 4.47273], [0.64167, 2.86500, 3.38635], [-0.73010, 2.62979, 3.21996], [-1.65787, 3.13854, 4.13859], [-1.20671, 3.89408, 5.22270], [-1.19980, 1.85385, 2.06593], [-0.34665, 1.40479, 1.28607], [-2.42208, 1.69578, 1.93521], [0.50455, 4.73492, 6.22745], [2.14267, 3.81800, 4.60685], [1.37327, 2.47120, 2.68418], [-2.72493, 2.95949, 4.02429], [-1.91929, 4.29594, 5.93962], [1.06761, -1.35934, -3.23629], [0.48000, -0.73912, -2.13258], [1.27600, -0.07727, -1.19570], [2.66536, -0.03865, -1.37722], [3.25860, -0.66704, -2.48024], [2.45246, -1.32827, -3.40899], [3.50521, 0.67725, -0.40943], [2.94470, 1.20413, 0.56315], [4.72550, 0.71743, -0.62231], [0.44231, -1.86935, -3.96711], [-0.59989, -0.76894, -2.00409], [0.80278, 0.40119, -0.34101], [4.33599, -0.64908, -2.63076], [2.90319, -1.81654, -4.27020], [0.76800, -5.08905, 2.96003], [0.69230, -3.74302, 2.59862], [0.00787, -3.36655, 1.44137], [-0.60376, -4.35040, 0.65225], [-0.52278, -5.70314, 1.00859], [0.16688, -6.06773, 2.16666], [-1.34636, -3.95863, -0.55172], [-1.37903, -2.75389, -0.84365], [-1.90137, -4.85395, -1.20474], [1.29798, -5.37719, 3.86628], [1.16464, -2.98623, 3.22128], [-0.04211, -2.31342, 1.17346], [-0.98858, -6.47751, 0.40268], [0.23280, -7.11495, 2.45342], [6.93921, -5.60023, -0.39966], [6.86351, -4.25420, -0.76107], [6.17908, -3.87773, -1.91831], [5.56745, -4.86158, -2.70744], [5.64843, -6.21432, -2.35109], [6.33809, -6.57891, -1.19303], [4.82485, -4.46982, -3.91141], [4.79218, -3.26507, -4.20333], [4.26984, -5.36513, -4.56442], [7.46919, -5.88837, 0.50660], [7.33585, -3.49741, -0.13840], [6.12910, -2.82460, -2.18623], [5.18263, -6.98869, -2.95700], [6.40401, -7.62613, -0.90626]], "homo_lumo_gap_ev": 8.79, "molar_mass_da": 747.7, "energy_ev": -144741.014, "homo_energy_ev": -9.63, "lumo_ha": -0.031, "largest_force_ev_per_a": 11.775}



{"formula": "C28H31F6FeN7PS", "method": "wB97M-V/def2-TZVPD", "symbols": ["Fe", "C", "C", "N", "C", "S", "N", "N", "C", "C", "C", "C", "C", "C", "C", "N", "H", "H", "H", "H", "H", "H", "H", "H", "H", "H", "H", "H", "H", "C", "N", "C", "C", "C", "C", "C", "N", "C", "C", "C", "C", "C", "C", "H", "H", "H", "H", "H", "H", "H", "H", "H", "H", "H", "N", "C", "C", "C", "C", "C", "C", "H", "H", "H", "H", "H", "H", "H", "F", "P", "F", "F", "F", "F", "F"], "xyz": [[-0.05871, 0.52149, 0.55098], [1.15565, -1.45238, 6.38917], [1.03937, -1.86900, 4.93166], [-0.25081, -1.51270, 4.36647], [-0.47238, -0.76166, 3.27977], [0.81509, 0.21041, 2.62853], [-1.68793, -0.75614, 2.79744], [-1.80252, 0.00671, 1.68476], [-2.98210, 0.11872, 1.18066], [-4.18758, -0.59967, 1.68637], [-3.09000, 1.07509, 0.07283], [-4.30375, 1.56127, -0.40046], [-4.28676, 2.52881, -1.38955], [-3.06873, 2.98091, -1.87245], [-1.91201, 2.43151, -1.34924], [-1.92315, 1.50083, -0.40418], [2.10143, -1.79847, 6.80759], [1.10811, -0.36748, 6.48639], [0.34818, -1.88230, 6.98440], [1.81043, -1.39194, 4.33069], [1.18048, -2.94641, 4.82096], [-1.04635, -2.07441, 4.63166], [-3.88382, -1.42645, 2.31989], [-4.82879, 0.06565, 2.27062], [-4.76994, -0.97205, 0.84183], [-5.23431, 1.19378, 0.00728], [-5.21454, 2.93097, -1.77490], [-3.01028, 3.73611, -2.64321], [-0.93403, 2.74649, -1.69463], [2.93793, -0.58148, 0.08596], [1.97625, 0.54161, 0.10091], [2.48421, 1.71753, 0.27853], [1.61284, 2.78144, 0.58207], [1.75876, 4.14116, 0.85352], [0.48635, 4.59373, 1.20758], [-0.37421, 3.49457, 1.13501], [0.30204, 2.40780, 0.73753], [3.78936, -0.65484, -1.16194], [3.26386, -0.94755, -2.41788], [4.08373, -1.01786, -3.53259], [5.45055, -0.80391, -3.41181], [5.98905, -0.52587, -2.16644], [5.16140, -0.45284, -1.05354], [2.40188, -1.50872, 0.25183], [3.60876, -0.45212, 0.93808], [3.56338, 1.86217, 0.26510], [2.67471, 4.70793, 0.80820], [0.20398, 5.59601, 1.48581], [-1.42709, 3.45481, 1.36468], [2.21113, -1.16257, -2.53434], [3.65535, -1.25713, -4.49756], [6.09054, -0.86639, -4.28220], [7.05393, -0.36611, -2.05639], [5.59029, -0.23639, -0.08155], [-0.05160, -0.02823, -1.75025], [-1.19062, -0.22805, -2.58701], [-2.22687, -1.06301, -2.18971], [-3.34493, -1.19988, -2.99754], [-3.45068, -0.50202, -4.19346], [-2.41640, 0.33453, -4.58407], [-1.29122, 0.47090, -3.78485], [0.64874, 0.52983, -2.22323], [0.36427, -0.90787, -1.46192], [-2.15512, -1.60570, -1.25897], [-4.14145, -1.86283, -2.68373], [-4.32703, -0.61541, -4.81772], [-2.47893, 0.88101, -5.51654], [-0.47993, 1.12045, -4.09735], [0.03568, -1.69893, 0.33287], [0.19643, -3.43742, 0.54394], [1.39011, -3.33565, -0.53424], [-1.01359, -3.38172, 1.58215], [-0.84975, -3.61766, -0.65684], [0.38544, -5.00123, 0.71419], [1.23818, -3.11375, 1.72444]], "homo_lumo_gap_ev": [7.03, 7.59], "molar_mass_da": 698.5, "e_above_lowest_kcal_mol": 46.17, "energy_ev": -110792.995, "spin_multiplicity": 2, "homo_energy_ev": [-8.00, -7.98], "s2": 0.83, "lumo_ha": [-0.035, -0.014], "largest_force_ev_per_a": 0.910}



What is the formula in the second record? C28H31BrN6O10Si2



Which formula does entry 2 have? C28H31BrN6O10Si2